{
  "formula": "C5H6O",
  "method": "the ωB97M-V functional and the def2-TZVPD basis",
  "max_force_ha_per_bohr": 0.0136,
  "energy_ha": -269.20632,
  "orbital_gap_ev": 9.456,
  "e_homo_ev": -10.40,
  "relative_energy_kcal_mol": 87.80,
  "symbols": ["C", "C", "H", "H", "C", "H", "H", "H", "O", "H", "C", "C"],
  "xyz": [[1.8504, 0.2649, 0.4782], [-0.4982, -0.7029, -0.1442], [-2.4468, 0.0159, 0.4019], [-1.7240, 0.9281, -0.9353], [1.4741, -0.0925, -1.7303], [2.9321, 0.1105, 0.3145], [-0.3754, -1.2113, 0.8180], [-1.1399, 1.1668, 0.7350], [1.4257, 0.7861, 1.4806], [-0.8745, -1.4444, -0.8559], [-1.5097, 0.4314, 0.0168], [0.8861, -0.2526, -0.5792]],
  "atomic_forces_ev_per_a": [[-0.037, 0.300, 0.514], [-0.047, -0.123, -0.011], [0.118, 0.090, -0.053], [0.115, -0.079, 0.160], [-0.421, -0.273, 0.485], [-0.244, 0.141, -0.020], [0.013, 0.056, -0.132], [-0.081, -0.039, -0.134], [0.194, -0.406, -0.383], [0.154, 0.127, 0.056], [-0.001, 0.066, 0.041], [0.236, 0.141, -0.522]]
}